A 2-piece molecular cluster, C11H15N overall at a distorted geometry, computed with wB97M-V/def2-TZVPD.

Each line ends with the natural charge from an NBO analysis.
Element x y z (Å)
N: 0.3749 1.8977 -0.3764  -0.55
C: 0.1635 0.4328 1.4529  -0.06
C: 2.0656 -0.6257 2.6535  -0.24
C: -2.5094 0.3202 1.4323  -0.64
C: 0.7285 -0.5410 2.4544  -0.21
C: -1.1795 0.8073 0.9774  -0.11
C: 1.1532 1.2529 0.7154  0.12
C: -1.3063 -1.5266 -2.6404  -0.62
C: 2.4684 1.1928 1.1198  -0.24
C: 2.9230 0.2734 1.9855  -0.23
C: 0.0078 -1.3148 -3.5667  -0.61
C: -0.9761 1.6908 -0.0316  0.00
H: 2.6405 -1.3318 3.3232  0.22
H: -2.2943 -1.7887 -3.1123  0.20
H: -0.3179 -0.5082 -4.2375  0.20
H: 0.7793 2.6764 -0.8332  0.41
H: 0.0379 -1.4118 2.9960  0.22
H: 0.8898 -1.0922 -2.9633  0.21
H: -1.7633 2.1455 -0.7929  0.21
H: -1.5107 -0.6802 -1.8489  0.21
H: -2.2970 -0.5614 2.0325  0.22
H: 3.3117 1.8311 0.6227  0.21
H: -3.0141 1.1549 1.9350  0.22
H: 0.1063 -2.1932 -4.1510  0.20
H: 4.0006 0.3483 2.1809  0.21
H: -3.3822 -0.0381 0.7762  0.23
H: -1.1003 -2.4102 -2.1036  0.20

Forces on atoms 1 to 6 (eV/Å):
1.12 -1.99 4.08
2.10 -0.17 0.71
2.32 -0.11 0.47
-1.45 -0.48 0.01
-3.86 -1.17 -0.52
1.13 -0.13 -1.17

The relative energy (zero: lowest compared OMol25 entry of this formula, charge and spin) is 2.637 eV. The calculation puts the total energy at -13138.1547 eV. For the largest force on an atom, the calculation gives 4.693 eV/Å. The SMILES is Cc1c[nH]c2ccccc12.CC. The HOMO-LUMO gap is 8.84 eV. The highest occupied orbital energy is -7.88 eV.



C34H32AlBr51F17I2 as an isolated structure at a distorted geometry, computed with wB97M-V/def2-TZVPD.

Each line ends with the Mulliken charge.
Element x y z (Å)
I: 6.1182 2.9297 2.0875  -0.08
I: 6.6485 0.8021 -0.3357  0.02
Br: -3.5253 -2.0741 3.9403  -0.02
Br: 0.4964 0.0395 4.2083  0.09
Br: 10.6647 -4.4554 2.3513  -0.04
Br: -4.2691 1.8749 -8.7914  -0.06
Br: 7.7164 0.6288 2.3396  0.18
Br: 2.0434 -2.4001 2.8490  -0.03
Br: -8.3192 -5.8759 1.3664  -0.05
Br: -5.9115 3.7447 -1.2174  0.10
Br: -8.1399 6.0302 -0.9322  -0.06
Br: -2.5755 1.5002 -6.0987  0.09
Br: -1.3795 3.2298 -8.5117  -0.02
Br: 0.1283 -7.4404 -6.8451  0.03
Br: -1.0200 -4.5262 -1.7561  -0.03
Br: 4.7851 2.5569 10.5100  -0.03
Br: -3.8465 -10.2188 -5.4141  0.02
Br: -3.0838 -2.5305 0.8269  0.11
Br: -0.1417 -8.5457 -3.8559  0.04
Br: 10.2398 -0.6820 3.8332  -0.05
Br: 3.2827 8.0788 -0.8713  0.08
Br: -8.4878 -4.3268 -4.4756  -0.02
Br: 1.4977 -2.5449 -1.7608  0.07
Br: -3.6188 -6.2875 5.7495  0.06
Br: -3.0115 -9.2456 -8.3469  0.00
Br: 0.0232 6.6655 2.4926  -0.02
Br: 1.5800 -5.2640 -3.4672  -0.05
Br: -2.5070 7.9454 0.9986  -0.06
Br: -6.1379 5.4235 1.4956  -0.02
Br: -6.8545 -6.6982 -5.8797  0.02
Br: 9.3011 -2.2467 0.4771  0.06
Br: 10.1631 -5.0757 -0.7518  -0.05
Br: -8.0751 -2.8797 0.2563  0.00
Br: 5.1086 8.5002 -3.4638  -0.03
Br: 0.4235 4.2108 4.6720  -0.01
Br: -1.6879 -10.4363 4.8758  -0.01
Br: 3.3843 -0.0155 9.2095  0.00
Br: 0.2400 -2.9259 5.4434  -0.07
Br: -4.5659 -10.4793 6.2800  -0.01
Br: -6.4410 -5.2484 -1.1461  0.05
Br: -8.7466 -7.3221 -3.3749  -0.04
Br: 3.6159 11.0026 -2.1315  -0.06
Br: 3.3062 5.5852 4.9709  -0.04
Br: -4.8261 -4.6362 2.5087  -0.08
Br: -4.2183 -9.1720 3.3795  0.02
Br: 5.1975 1.9036 7.4035  0.08
Br: 2.6769 -8.6944 -5.3663  -0.04
Br: 7.3690 -0.5690 5.2811  -0.08
Br: -6.2935 -5.7284 7.4164  -0.06
Br: 2.1427 3.7677 7.3410  -0.02
Br: -1.1162 -11.2609 -6.7261  -0.02
Br: -3.8142 -3.7108 7.6384  -0.03
Br: -2.8261 6.7537 3.9541  -0.07
Al: 3.2468 3.1894 0.1646  -0.92
F: -3.3397 4.9346 -1.9815  -0.26
F: -2.9893 0.2307 0.8155  -0.20
F: -0.6547 2.5019 -2.1329  -0.19
F: -1.2648 6.7435 -1.6268  -0.26
F: -0.9188 -0.4573 0.9157  -0.03
F: -1.8881 4.5150 -0.4053  -0.15
F: -3.9450 -0.1635 -2.3097  -0.31
F: -1.6523 6.0167 -3.6597  -0.29
F: -1.9305 3.2446 -3.7505  -0.17
F: -1.3176 1.6159 0.3788  0.06
F: -2.2278 -1.5162 -1.2273  -0.21
F: -0.5137 -0.2497 -1.6967  -0.05
F: -3.7018 2.3650 -0.8382  -0.19
F: 1.0049 6.5548 -2.8499  -0.29
F: 0.6917 4.5080 -3.6081  -0.33
F: -2.2302 0.4197 -3.5393  -0.32
F: -4.0562 2.3883 -2.9962  -0.33
C: 10.5534 -3.7151 0.5676  -0.35
C: 0.4771 -1.8557 3.8418  0.23
C: 0.7514 -8.7388 -5.5569  0.26
C: 1.0804 4.8646 -1.1921  -0.18
C: 5.2890 3.5388 0.1699  -0.50
C: -2.0379 4.5144 -1.7815  0.78
C: 2.5538 2.4045 2.9438  -0.21
C: -1.8010 -0.1600 -1.2679  0.89
C: -8.0488 -4.7603 -0.1914  -0.34
C: 5.9274 2.7385 -1.0959  -0.24
C: 0.4039 5.3254 -2.5214  1.01
C: -1.7778 0.3552 0.2221  -0.19
C: 1.7165 4.9783 5.8892  -0.34
C: 4.9125 1.1696 9.1661  -0.39
C: -2.9802 2.6671 -7.5841  -0.36
C: -1.8954 6.6157 2.2622  0.27
C: -3.6000 -10.5322 4.6054  -0.35
C: -7.0961 4.6833 -0.0137  -0.40
C: 2.9325 0.0373 -0.6606  2.05
C: -3.0906 2.0724 -2.0413  0.45
C: -2.7743 0.5592 -2.2650  0.39
C: -2.9351 -10.6803 -7.0546  -0.36
C: 0.4750 -3.8369 -2.7740  -0.44
C: -1.8669 3.0675 -2.3788  0.47
C: 2.9956 1.1926 -0.3006  -2.25
C: -3.3509 -3.3874 2.5331  -0.41
C: -4.7813 -4.9404 6.5021  -0.13
C: 8.3181 -0.7146 3.5989  -0.39
C: 7.1618 3.4663 -1.7341  -1.14
C: -1.1353 5.6224 -2.4393  0.15
C: 2.5387 4.2665 -1.4398  -0.48
C: 2.3742 3.6536 1.9425  0.53
C: -8.4651 -6.2067 -4.9293  -0.32
C: 3.5519 9.1012 -2.4861  -0.27
H: 1.2276 5.7590 -0.5266  0.08
H: 0.4882 -9.7218 -5.9418  -0.30
H: -5.1768 -4.3627 5.6715  0.14
H: 1.2540 5.8533 6.3326  0.38
H: -9.2979 -6.3818 -5.6015  0.35
H: 2.9151 -0.8649 -1.3030  0.38
H: 1.2743 3.8527 1.8812  -0.02
H: 0.5261 4.0809 -0.6249  -0.25
H: 8.0707 -1.6837 3.1753  0.27
H: -2.4549 -3.9632 2.7450  0.48
H: -0.3835 -2.0446 3.2074  -0.26
H: 6.9861 4.5654 -1.9074  0.31
H: 5.1562 2.5082 -1.8696  0.31
H: -7.7956 3.9539 0.3800  0.36
H: 3.2711 5.0875 -1.6505  0.31
H: 2.5573 3.5546 -2.3132  0.49
H: -2.1403 5.6445 1.8441  -0.17
H: -8.8842 -4.9400 -0.8607  0.33
H: 1.6977 2.2970 3.6815  -0.63
H: 8.0906 3.3546 -1.1170  0.26
H: 5.7849 0.5725 9.4081  0.35
H: 5.4326 4.6313 -0.0529  0.46
H: 2.6467 1.4282 2.4017  0.39
H: -3.4628 -11.5240 -7.4859  0.36
H: -3.4385 3.5595 -7.1714  0.32
H: 2.6898 8.9246 -3.1210  0.29
H: 0.0624 -3.3129 -3.6298  0.40
H: 7.3424 3.0189 -2.7491  0.35
H: 11.5322 -3.3134 0.3290  0.34
H: 2.9591 4.4950 2.3980  -0.08
H: 3.4871 2.5050 3.5658  -0.04
H: -3.8091 -11.4928 4.1475  0.33

Forces on atoms 1 to 6 (eV/Å):
-1.38 3.02 -0.73
-0.91 0.32 -2.96
-0.03 -0.15 -0.04
-0.06 -0.50 0.08
-0.05 0.06 -0.22
0.15 0.08 0.11

The relative energy (zero: lowest compared OMol25 entry of this formula, charge and spin) is 0.000 eV. The calculation puts the total energy at -3676931.3810 eV. For the largest force on an atom, the calculation gives 4.025 eV/Å. As for the total charge: -1. The HOMO-LUMO gap is 5.95 eV. The highest occupied orbital energy is -5.37 eV.



C15H24N2OP2SSc as an isolated structure at a distorted geometry, computed with wB97M-V/def2-TZVPD.

Each line ends with the natural charge from an NBO analysis.
Element x y z (Å)
Sc: 0.0117 -1.5015 -1.0677  1.64
S: 1.8959 -1.0163 0.4935  -0.37
P: -1.8303 -0.0287 0.1323  0.74
P: -0.5946 0.1648 -3.0828  0.72
O: 0.9757 -4.8069 -2.0911  -0.25
N: 2.2647 -2.2627 2.8575  -0.53
N: 3.6864 -0.5355 2.3386  -0.51
C: -1.5332 1.5101 -2.2621  -0.36
C: -1.7508 -0.4747 -4.3394  -0.92
C: -2.5679 3.6859 -2.4993  -0.16
C: 2.9360 -2.5317 4.1448  -0.23
C: -2.0262 1.4321 -0.9482  -0.34
C: 4.4468 -0.6566 3.5959  -0.23
C: 2.6691 -1.3111 2.0429  0.42
C: 0.7221 0.9625 -4.0468  -0.93
C: -3.0479 3.6099 -1.2002  -0.14
C: -2.7788 2.4882 -0.4338  -0.18
C: -1.3495 0.6129 1.7656  -0.92
C: 0.6972 -3.7758 -1.7857  0.44
C: -1.8172 2.6455 -3.0207  -0.12
C: 3.5347 -1.2347 4.6658  -0.44
C: -3.5148 -0.6854 0.3426  -0.93
H: 2.2017 -2.9450 4.8321  0.25
H: -3.5094 -1.5265 1.0372  0.27
H: -3.6338 4.4190 -0.7852  0.26
H: -2.7799 4.5541 -3.1088  0.26
H: -2.0695 0.3602 -4.9636  0.28
H: 1.2653 0.2126 -4.6232  0.27
H: -2.6307 -0.9146 -3.8702  0.26
H: -0.4446 1.2114 1.6735  0.27
H: 3.9649 0.1701 1.6726  0.45
H: -3.9191 -1.0138 -0.6148  0.27
H: 1.5033 -2.8592 2.5850  0.43
H: 5.3088 -1.3044 3.4273  0.24
H: 4.8168 0.3300 3.8646  0.26
H: -1.4569 2.7313 -4.0376  0.22
H: 4.0963 -1.4201 5.5787  0.28
H: 2.7416 -0.5230 4.9032  0.23
H: -1.1731 -0.2114 2.4571  0.26
H: 3.7167 -3.2791 3.9935  0.23
H: -4.1541 0.1035 0.7383  0.28
H: 0.2922 1.6782 -4.7447  0.28
H: -1.2612 -1.2190 -4.9689  0.27
H: -3.1694 2.4426 0.5750  0.23
H: 1.4183 1.4840 -3.3904  0.27
H: -2.1531 1.2285 2.1677  0.28

Forces on atoms 1 to 6 (eV/Å):
1.00 0.41 0.95
-0.82 -0.04 -1.10
-0.39 0.45 -0.19
-0.47 0.61 -0.05
0.10 0.03 0.01
0.06 -0.03 0.02

The calculation puts the total energy at -71060.7951 eV. For the largest force on an atom, the calculation gives 1.441 eV/Å. As for the total charge: +3. The HOMO-LUMO gap is 6.91 eV. The highest occupied orbital energy is -18.13 eV.



C40H34N4O7P2STi as an isolated structure at a distorted geometry, computed with wB97M-V/def2-TZVPD.

Each line ends with the Mulliken spin population.
Element x y z (Å)
Ti: -0.6122 0.1062 0.2399  0.14
S: -6.9987 -3.1665 -4.2968  0.00
P: 0.0945 -2.0905 2.1575  0.00
P: 1.2790 1.6585 1.4346  0.01
O: -0.4193 0.3358 -1.5298  0.01
O: -4.3758 2.3597 -5.8482  0.00
O: -1.1710 1.8406 0.2684  -0.05
O: -3.8937 4.2082 -4.8544  0.00
O: -1.1037 -1.8280 -0.5087  0.00
O: -1.8181 3.8857 -0.3439  0.45
O: -2.5000 -0.4751 0.4576  0.00
N: -1.5579 2.7412 -0.6999  0.33
N: -3.8554 3.0033 -4.9637  0.00
N: -5.0780 -2.6772 -6.0311  0.00
N: -3.0631 -1.4409 -1.5880  0.00
C: 0.4930 1.9296 3.0486  0.00
C: -0.4155 -0.4495 2.9688  0.00
C: 1.7136 3.1684 -0.8172  -0.01
C: 1.8746 -1.2006 -0.2224  0.01
C: -5.1740 -1.2586 -2.6308  0.00
C: -5.5440 -2.5849 -4.7752  0.00
C: -4.6057 -1.9222 -3.8071  0.00
C: 5.0735 2.4475 2.6981  0.00
C: -2.1952 0.1675 -3.1762  -0.04
C: 3.7721 2.5639 2.2377  0.00
C: -1.4366 0.9028 -2.2601  0.05
C: 0.6034 -4.1821 3.8244  0.00
C: 2.9211 -3.2081 4.9915  0.00
C: 1.3993 -3.4704 0.3281  0.00
C: 5.6535 1.1939 2.8508  0.00
C: 1.9968 -3.8889 -0.8400  0.00
C: 1.3087 3.2073 0.5171  0.00
C: -3.0584 2.2549 -3.9584  -0.02
C: -3.2794 -2.0087 -3.9395  0.00
C: 1.3722 5.5395 -0.9916  0.00
C: 2.4387 -4.4612 5.3505  0.00
C: 1.3211 -2.1113 0.6831  0.00
C: 1.0851 -2.9278 3.4479  0.00
C: -2.2534 -1.3280 -0.5141  -0.01
C: 2.4451 -1.6239 -1.4274  0.01
C: -2.5501 2.9473 -2.8883  0.10
C: 1.7472 4.3315 -1.5696  0.00
C: 0.9621 5.5801 0.3322  0.00
C: -2.3880 -1.3481 -2.9285  0.00
C: 4.9261 0.0572 2.5410  0.00
C: -4.4182 -1.0512 -1.5566  0.01
C: 0.9248 4.4143 1.0866  0.01
C: -1.7953 2.2131 -1.9840  -0.06
C: -2.9772 0.8769 -4.0690  0.09
C: 2.5079 -2.9594 -1.7460  0.00
C: 1.2796 -4.9471 4.7678  0.00
C: 3.0266 1.4225 1.9233  0.00
C: 3.6204 0.1727 2.0787  0.00
C: 0.4490 0.5625 3.7431  0.00
C: 2.2513 -2.4473 4.0467  0.00
H: 2.0029 2.2288 -1.2761  0.00
H: -0.3102 -4.5597 3.3801  0.00
H: 2.6562 -1.4850 3.7789  0.00
H: 1.9839 -0.1553 0.0019  -0.02
H: 0.6593 6.5185 0.7783  0.00
H: 5.3699 -0.9246 2.6533  0.00
H: -5.6577 -3.1251 -6.7219  0.00
H: 1.3940 6.4486 -1.5786  0.00
H: -1.1013 0.1169 2.3141  0.00
H: 2.0634 4.2981 -2.6041  0.00
H: 5.6393 3.3401 2.9318  0.00
H: 2.9666 -5.0545 6.0859  0.00
H: -4.2479 -2.1987 -6.3317  0.00
H: 2.9601 -3.2837 -2.6742  0.00
H: -0.5097 2.3344 2.9025  0.00
H: -2.8119 -2.5701 -4.7388  0.00
H: 6.6718 1.1074 3.2077  0.00
H: -6.2249 -1.0119 -2.6172  0.00
H: -1.4349 -1.8585 -2.8472  0.00
H: -3.5664 0.3716 -4.8197  0.01
H: 3.8226 -2.8215 5.4495  0.00
H: 3.0798 -0.7248 1.8405  0.00
H: -2.7631 3.9932 -2.7258  0.01
H: 2.8643 -0.8820 -2.0958  0.00
H: 0.5797 4.4557 2.1124  0.00
H: 0.9678 -4.2207 0.9825  0.00
H: 0.8957 -5.9196 5.0461  0.00
H: 1.4628 0.1930 3.8821  0.00
H: -1.1372 -0.9290 3.6356  0.00
H: 2.0488 -4.9482 -1.0576  0.00
H: -4.7832 -0.6451 -0.6251  0.00
H: 0.0309 0.6797 4.7422  0.00
H: 3.3436 3.5510 2.1106  0.00
H: 1.0826 2.6462 3.6205  0.00

Forces on atoms 1 to 6 (eV/Å):
0.81 -0.05 -0.29
0.04 -0.01 0.00
0.36 -0.24 -0.03
0.16 -0.04 0.05
-0.69 0.46 -0.65
-0.09 -0.09 0.02

The relative energy (zero: lowest compared OMol25 entry of this formula, charge and spin) is 2.871 eV. As for the multiplicity: 2. The calculation puts the total energy at -114842.1491 eV. For the largest force on an atom, the calculation gives 1.056 eV/Å. As for the total charge: +1. The HOMO-LUMO gap (spin up / spin down) is 6.10 / 6.27 eV. The highest occupied orbital energy (spin up / spin down) is -10.30 / -10.39 eV.



C4H8I2N3O as an isolated structure at a distorted geometry, computed with wB97M-V/def2-TZVPD.

Each line ends with the natural charge from an NBO analysis.
Element x y z (Å)
I: -1.8335 1.5460 -2.6826  0.24
I: -3.1256 0.7309 0.6635  0.20
O: 1.0808 0.9861 0.3147  -0.54
N: 0.0219 -3.1454 0.4378  -0.74
N: 1.5885 -1.6090 1.2292  -0.74
N: -0.2716 -0.8293 -0.0190  -0.65
C: -1.5676 1.6819 -0.5189  -0.41
C: 0.4896 -1.8524 0.4446  0.71
C: -1.1412 3.0363 0.0531  -0.73
C: 0.0789 0.4870 -0.0451  0.74
H: -0.4019 2.7474 0.8013  0.24
H: -1.9771 3.5573 0.5593  0.25
H: -0.7535 -3.3742 -0.1813  0.43
H: -0.5910 3.6719 -0.5745  0.25
H: 0.6621 -3.8486 0.7020  0.42
H: 1.6499 -0.5796 1.4724  0.46
H: 2.1456 -2.3151 1.6248  0.43
H: -1.2000 -0.9997 -0.2546  0.44

Forces on atoms 1 to 6 (eV/Å):
0.05 0.03 1.16
0.39 0.40 -0.56
1.00 0.05 0.34
-0.45 2.99 -1.42
-3.03 3.20 -2.33
2.15 -1.10 0.15

The relative energy (zero: lowest compared OMol25 entry of this formula, charge and spin) is 0.000 eV. The calculation puts the total energy at -26989.1511 eV. For the largest force on an atom, the calculation gives 4.980 eV/Å. As for the total charge: +1. The HOMO-LUMO gap is 8.52 eV. The highest occupied orbital energy is -12.46 eV.



Question: Among the records above, which one has the highest largest force on an atom?
Answer: C4H8I2N3O



Question: Which of these has the lowest largest force on an atom?
Answer: C40H34N4O7P2STi



Question: Among the records above, which one has the lowest largest force on an atom?
Answer: C40H34N4O7P2STi